44
Properties=species:S:1:pos:R:3:mulliken_charge:R:1 method="wB97M-V/def2-TZVPD" lumo_ha="0.1820 / 0.1820" total_charge=-2 gap_ev="4.65 / 4.90" spin_multiplicity=2 relative_energy_kcal_mol=0.00
C 4.864 1.532 -1.142 -1.228
C 4.117 0.309 -0.701 -0.051
O 3.403 0.741 0.513 -0.314
C 2.588 -0.174 1.100 0.500
C 1.841 0.430 2.186 -0.370
N 0.914 -0.241 2.819 1.091
N -0.126 0.277 3.567 -1.169
O 2.527 -1.349 0.691 -0.745
H 5.478 1.291 -2.012 0.401
H 4.168 2.323 -1.410 0.240
H 5.524 1.880 -0.349 0.292
H 3.409 -0.053 -1.462 0.157
H 4.805 -0.501 -0.435 0.425
H 2.171 1.420 2.530 0.370
O 1.182 -2.202 -1.376 -0.518
C 0.974 -1.215 -0.803 0.178
Co 0.028 0.264 -0.345 -0.309
C 0.707 -1.651 2.580 0.120
O 1.429 -2.529 2.973 -0.623
C 1.109 1.619 -0.724 0.173
O 1.700 2.529 -1.143 -0.491
C -1.775 -0.221 -0.031 -0.107
C -2.666 -0.599 -1.106 0.517
C -2.823 0.356 -2.132 -0.215
C -3.223 -0.040 -3.412 -0.703
C -3.611 -1.369 -3.620 -0.321
C -3.656 -2.271 -2.549 -0.466
C -3.214 -1.894 -1.281 -0.341
C -0.908 -0.578 1.043 1.478
C -0.614 -1.730 1.847 -0.500
Co -1.553 1.098 1.201 -0.231
C -0.315 2.390 1.222 -0.156
O 0.324 3.348 1.392 -0.471
C -0.872 1.267 3.197 0.236
O -1.432 2.179 3.806 -0.617
C -3.196 1.554 1.598 -0.004
O -4.323 1.751 1.802 -0.490
H -2.546 1.393 -1.932 0.314
H -3.211 0.694 -4.216 0.338
H -3.849 -1.704 -4.629 0.331
H -4.053 -3.282 -2.698 0.322
H -3.271 -2.577 -0.426 0.373
H -1.384 -1.826 2.641 0.350
H -0.638 -2.638 1.224 0.234

14
Properties=species:S:1:pos:R:3:mulliken_charge:R:1 method="wB97M-V/def2-TZVPD" lumo_ha="-0.0599 / -0.0599" gap_ev="6.36 / 6.36" spin_multiplicity=1 relative_energy_kcal_mol=93.70
N -1.511 -0.041 -0.343 -0.698
C -0.568 0.943 -0.052 -0.005
N -0.132 1.666 -1.191 -0.594
C 0.937 0.322 0.759 0.375
O 1.772 1.166 0.959 -0.597
N 0.921 -0.991 0.886 -0.209
N 0.182 -2.175 -0.143 0.222
O -0.102 -3.198 0.368 -0.247
H -1.122 -0.831 -0.877 0.364
H -1.931 -0.425 0.493 0.278
H -0.910 1.619 0.735 0.306
H 0.084 1.071 -1.983 0.221
H 0.653 2.269 -0.977 0.279
H 1.728 -1.396 1.367 0.304

127
Properties=species:S:1:pos:R:3:mulliken_charge:R:1 method="wB97M-V/def2-TZVPD" lumo_ha=-0.1283 total_charge=-2 gap_ev=1.40 spin_multiplicity=1
Zn -6.099 -13.988 -12.668 1.564
C -10.138 -15.914 -10.759 0.694
F -11.414 -15.893 -10.372 -0.206
F -9.251 -15.305 -9.927 -0.225
F -9.711 -17.150 -10.769 -0.208
S -10.094 -15.156 -12.545 0.803
O -11.140 -15.759 -13.332 -0.484
O -10.178 -13.695 -12.382 -0.583
N -8.441 -15.588 -13.033 -0.218
S -8.552 -17.008 -13.779 0.688
O -7.211 -17.600 -13.942 -0.555
O -9.630 -17.882 -13.310 -0.553
C -9.068 -16.598 -15.598 0.693
F -9.926 -15.580 -15.631 -0.221
F -7.980 -16.367 -16.355 -0.200
F -9.718 -17.638 -16.227 -0.248
C -2.214 -11.380 -14.090 0.689
F -2.883 -10.260 -13.604 -0.201
F -2.759 -11.642 -15.287 -0.253
F -0.994 -11.021 -14.486 -0.219
S -2.179 -12.862 -12.788 0.550
O -0.725 -13.215 -12.699 -0.405
O -2.840 -12.381 -11.590 -0.526
N -3.374 -13.901 -13.591 -0.116
S -2.415 -14.816 -14.487 0.644
O -3.289 -15.579 -15.408 -0.567
O -1.292 -14.130 -15.139 -0.510
C -1.660 -16.274 -13.298 0.618
F -1.149 -17.090 -14.143 -0.196
F -0.715 -15.727 -12.545 -0.162
F -2.595 -16.926 -12.560 -0.222
C -4.140 -4.619 -12.220 0.712
F -5.246 -5.292 -12.437 -0.237
F -4.223 -4.115 -11.014 -0.240
F -3.121 -5.452 -12.220 -0.212
S -4.066 -3.175 -13.606 1.028
O -3.946 -1.820 -13.044 -0.692
O -2.970 -3.570 -14.473 -0.504
N -5.709 -3.038 -14.359 -0.469
S -5.659 -4.233 -15.422 0.900
O -4.770 -5.406 -15.171 -0.567
O -6.993 -4.601 -15.871 -0.664
C -4.867 -3.405 -17.036 0.646
F -4.898 -4.252 -18.066 -0.228
F -5.366 -2.236 -17.376 -0.251
F -3.560 -3.102 -16.795 -0.234
C 5.599 -8.407 -9.039 0.645
F 5.044 -7.875 -7.938 -0.221
F 6.596 -9.221 -8.740 -0.224
F 4.717 -9.068 -9.802 -0.198
S 6.163 -6.925 -10.180 1.049
O 5.863 -5.701 -9.463 -0.661
O 7.529 -7.172 -10.631 -0.611
N 5.077 -6.781 -11.620 -0.487
S 5.528 -7.927 -12.596 1.013
O 6.141 -7.302 -13.733 -0.646
O 6.082 -9.157 -12.032 -0.586
C 3.797 -8.585 -13.306 0.600
F 4.124 -9.639 -14.004 -0.242
F 3.028 -8.885 -12.282 -0.224
F 3.153 -7.755 -14.035 -0.232
C -6.432 -17.778 -7.965 -0.731
C -5.850 -16.868 -8.999 0.272
N -5.376 -16.173 -9.806 -0.364
H -6.724 -18.724 -8.421 0.268
H -7.270 -17.241 -7.519 0.262
H -5.691 -17.896 -7.174 0.320
C -4.840 -19.017 -19.485 -0.705
C -3.636 -19.467 -18.713 0.353
N -2.688 -19.847 -18.125 -0.412
H -5.248 -18.162 -18.946 0.210
H -5.683 -19.698 -19.610 0.286
H -4.621 -18.823 -20.535 0.279
C -1.419 -8.134 -18.108 -0.804
C -2.882 -8.283 -18.373 0.344
N -3.958 -8.474 -18.588 -0.376
H -1.029 -7.435 -18.848 0.286
H -0.855 -9.067 -18.144 0.305
H -1.237 -7.903 -17.059 0.266
C -4.116 -21.666 -13.562 -0.606
C -4.863 -22.241 -14.674 0.292
N -5.452 -22.628 -15.585 -0.398
H -4.111 -22.402 -12.758 0.277
H -4.614 -20.775 -13.178 0.215
H -3.093 -21.550 -13.919 0.224
C 3.502 -13.599 -10.670 -0.523
C 4.435 -13.676 -9.539 0.243
N 5.178 -13.848 -8.677 -0.400
H 2.726 -14.335 -10.463 0.220
H 4.089 -13.836 -11.558 0.255
H 3.102 -12.587 -10.747 0.215
C 3.336 -14.852 -16.789 -0.573
C 3.218 -15.228 -18.207 0.371
N 3.044 -15.458 -19.349 -0.393
H 3.590 -13.807 -16.612 0.256
H 3.976 -15.463 -16.151 0.262
H 2.361 -14.925 -16.308 0.082
C -0.362 -8.271 -9.254 -0.698
C 0.601 -7.240 -9.594 0.299
N 1.383 -6.456 -9.836 -0.327
H -0.849 -8.769 -10.092 0.184
H -1.166 -7.879 -8.631 0.296
H 0.206 -9.109 -8.848 0.267
C -6.574 -10.626 -7.932 -0.767
C -6.646 -11.268 -9.241 0.291
N -6.661 -11.836 -10.251 -0.353
H -6.795 -9.558 -7.918 0.307
H -5.592 -10.872 -7.528 0.256
H -7.359 -11.034 -7.295 0.282
C -1.306 -14.253 -7.620 -0.638
C -1.263 -15.719 -7.423 0.339
N -1.273 -16.834 -7.178 -0.392
H -1.276 -13.627 -6.728 0.320
H -2.212 -13.865 -8.088 0.204
H -0.386 -13.994 -8.144 0.180
C -7.266 -9.174 -15.978 -0.625
C -7.202 -10.551 -15.413 0.227
N -7.184 -11.597 -14.998 -0.308
H -8.042 -8.533 -15.560 0.292
H -7.435 -9.182 -17.055 0.279
H -6.286 -8.838 -15.640 0.175
C 2.886 -20.052 -13.893 -0.718
C 4.105 -20.696 -14.355 0.310
N 5.057 -21.195 -14.738 -0.333
H 2.883 -19.696 -12.863 0.277
H 1.981 -20.642 -14.037 0.256
H 2.696 -19.185 -14.525 0.209

43
Properties=species:S:1:pos:R:3:mulliken_charge:R:1 method="wB97M-V/def2-TZVPD" lumo_ha="0.0907 / 0.0626" total_charge=-1 gap_ev="8.33 / 7.91" spin_multiplicity=3 relative_energy_kcal_mol=25.95
Pd 1.073 0.752 1.989 -0.057
O 1.522 2.193 3.707 -0.573
S 0.753 3.068 2.740 1.338
O 0.579 4.427 3.146 -0.616
O -0.534 2.294 2.514 -0.555
O 1.508 2.887 1.430 -0.549
C 2.765 0.324 -2.815 -1.280
C 1.925 0.387 -1.553 -0.322
N 2.749 0.293 -0.348 0.135
C 2.506 -0.540 0.676 -0.358
S 3.284 -0.320 2.176 -0.239
N 1.824 -1.733 0.352 0.165
C 2.719 -2.801 -0.101 -0.341
C 1.913 -4.041 -0.434 -1.260
H 2.123 0.397 -3.695 0.389
H 3.322 -0.614 -2.872 0.281
H 3.486 1.144 -2.859 0.326
H 1.195 -0.415 -1.506 0.318
H 1.369 1.326 -1.503 0.364
H 3.199 1.151 -0.052 0.322
H 1.290 -2.010 1.172 0.233
H 3.473 -3.028 0.665 0.320
H 3.253 -2.449 -0.986 0.312
H 1.407 -4.431 0.453 0.325
H 2.560 -4.831 -0.819 0.407
H 1.150 -3.819 -1.182 0.292
F -3.175 3.830 -0.271 -0.308
C -3.441 2.527 -0.413 0.182
C -2.904 1.610 0.390 -0.287
N -3.188 0.258 0.252 0.164
C -2.561 -0.710 1.143 -1.068
C -1.075 -0.502 1.256 1.286
O -0.501 -0.989 2.264 -0.803
O -0.476 0.159 0.369 -0.628
C -4.009 -0.210 -0.745 0.545
O -4.277 -1.384 -0.924 -0.678
N -4.531 0.778 -1.559 -0.072
C -4.326 2.154 -1.500 0.215
O -4.858 2.906 -2.290 -0.651
H -2.206 1.888 1.176 0.871
H -2.748 -1.695 0.717 0.398
H -3.003 -0.682 2.138 0.235
H -5.134 0.450 -2.299 0.221

14
Properties=species:S:1:pos:R:3:mulliken_charge:R:1 method="wB97M-V/def2-TZVPD" lumo_ha=-0.0119 gap_ev=7.95 spin_multiplicity=1 relative_energy_kcal_mol=152.82
C -1.341 0.702 -0.057 0.355
C 0.365 -1.092 -0.408 -0.104
C 1.785 -0.877 0.025 -0.557
C 1.035 1.301 -0.080 0.183
H -3.127 -0.917 -0.518 0.277
H -2.749 -1.100 1.061 0.284
H -0.347 -1.862 -0.793 0.368
H 2.375 -1.654 0.346 0.462
H 3.218 0.774 0.789 0.396
N -2.516 -0.276 0.326 -0.571
N -0.129 0.237 -0.425 0.090
N 2.148 0.446 -0.015 -0.311
O -1.668 1.877 -0.272 -0.492
O 0.951 2.440 0.023 -0.379

19
Properties=species:S:1:pos:R:3:mulliken_charge:R:1 method="wB97M-V/def2-TZVPD" lumo_ha=0.2186 total_charge=-2 gap_ev=5.03 spin_multiplicity=1 relative_energy_kcal_mol=0.97
O -3.003 -0.583 1.442 -0.830
P -2.714 -0.104 0.019 0.801
O -3.133 1.279 -0.382 -0.832
O -3.108 -1.176 -1.026 -0.867
C -0.816 0.077 -0.246 -0.091
C 0.037 -1.009 0.457 -0.653
C 1.494 -1.025 -0.054 -0.800
C 2.027 0.343 0.081 -0.413
N 1.094 1.412 -0.518 -0.572
N -0.196 1.332 0.147 -0.472
H -0.691 -0.051 -1.294 0.223
H -0.516 -1.853 -0.090 0.218
H -0.021 -1.135 1.557 0.369
H 2.176 -1.756 0.440 0.312
H 1.270 -1.177 -1.082 0.375
H 2.173 0.613 1.274 0.301
H 3.048 0.423 -0.432 0.312
H 1.584 2.191 -0.107 0.268
H -0.705 2.198 -0.185 0.353

100
Properties=species:S:1:pos:R:3:mulliken_charge:R:1 method="wB97M-V/def2-TZVPD" lumo_ha=0.0801 total_charge=-1 gap_ev=8.02 spin_multiplicity=1 relative_energy_kcal_mol=18.03
Sr -0.058 0.033 -1.150 1.395
O -0.779 -3.676 -3.779 -0.852
C -0.730 -2.585 -3.197 -0.354
O -0.233 -2.340 -2.059 -0.245
C -1.335 -1.402 -3.961 0.352
C -1.900 -1.559 -5.219 -0.699
C -2.421 -0.438 -5.850 -0.302
C -2.363 0.798 -5.223 -0.846
C -1.785 0.873 -3.965 0.307
N -1.296 -0.211 -3.373 0.385
C -1.699 2.186 -3.175 -0.358
O -1.939 3.214 -3.806 -0.785
O -1.389 2.058 -1.951 -0.116
H -1.921 -2.543 -5.664 0.532
H -2.873 -0.529 -6.831 0.394
H -2.746 1.701 -5.677 0.523
O 1.821 0.870 -2.598 -0.483
C 2.252 2.011 -2.652 -1.078
C 2.272 3.046 -1.637 0.981
C 2.955 4.203 -2.006 -0.295
C 3.107 5.268 -1.148 -0.940
C 2.547 5.211 0.144 -0.596
C 1.863 4.103 0.531 -0.515
C 1.670 2.953 -0.323 -0.421
O 1.019 1.971 0.110 1.395
N 3.840 6.429 -1.565 1.003
O 4.342 6.443 -2.681 -0.656
O 3.959 7.353 -0.768 -0.665
H 2.730 2.340 -3.594 0.162
H 3.388 4.273 -2.996 0.522
H 2.671 6.056 0.806 0.528
H 1.424 4.038 1.519 0.323
N 2.632 0.802 2.356 -0.563
C 2.362 -0.033 1.296 0.237
N 3.347 -0.155 0.384 -0.063
O 1.296 -0.657 1.219 -0.099
H 3.264 1.563 2.155 0.276
H 1.796 1.109 2.827 0.032
H 4.262 0.204 0.588 0.190
H 3.263 -0.901 -0.309 0.394
C 2.667 -2.618 -4.237 -0.922
N 2.568 -3.634 -3.206 0.150
C 1.966 -4.888 -3.638 -0.995
C 2.626 -3.229 -1.918 0.491
O 2.849 -2.058 -1.608 -0.706
N 2.469 -4.233 -0.947 0.230
C 3.540 -5.214 -0.892 -1.231
C 2.098 -3.724 0.361 -0.829
H 3.148 -3.048 -5.117 0.367
H 3.247 -1.778 -3.867 0.302
H 1.674 -2.257 -4.520 0.139
H 0.982 -4.696 -4.067 0.284
H 1.827 -5.552 -2.794 0.384
H 2.617 -5.365 -4.376 0.299
H 3.840 -5.515 -1.892 0.406
H 3.196 -6.099 -0.352 0.342
H 4.425 -4.818 -0.372 0.378
H 1.273 -3.025 0.258 0.072
H 2.929 -3.216 0.870 0.278
H 1.773 -4.567 0.974 0.393
C -3.855 -3.551 3.071 -1.214
C -3.397 -2.478 4.053 0.014
C -1.892 -2.506 4.312 -0.834
C -1.058 -1.991 3.143 -1.444
N -1.218 -0.558 2.952 1.190
C -1.834 0.047 1.900 -0.811
Se -2.770 -0.803 0.574 -0.048
N -1.610 1.382 2.010 1.655
C -2.051 2.429 1.088 -0.683
C -3.201 3.248 1.662 -0.848
C -4.512 2.472 1.774 -0.042
C -5.172 2.230 0.421 -1.131
C -0.837 1.628 3.131 0.808
C -0.316 2.802 3.650 -0.801
C 0.453 2.701 4.802 -1.004
C 0.693 1.466 5.408 -0.892
C 0.177 0.290 4.880 -0.850
C -0.593 0.395 3.733 0.403
H -4.941 -3.551 2.974 0.345
H -3.547 -4.543 3.411 0.356
H -3.438 -3.380 2.078 0.230
H -3.920 -2.603 5.005 0.387
H -3.680 -1.491 3.673 -0.050
H -1.577 -3.532 4.525 0.532
H -1.657 -1.916 5.203 0.319
H -1.342 -2.467 2.206 0.464
H 0.006 -2.174 3.300 0.350
H -2.325 1.961 0.145 0.261
H -1.180 3.048 0.873 -0.306
H -3.345 4.109 1.003 0.583
H -2.913 3.645 2.641 0.321
H -5.197 3.025 2.424 0.413
H -4.328 1.512 2.267 -0.076
H -5.378 3.177 -0.083 0.355
H -6.115 1.693 0.537 0.364
H -4.533 1.634 -0.230 0.123
H -0.498 3.755 3.173 0.506
H 0.878 3.596 5.237 0.395
H 1.307 1.423 6.298 0.367
H 0.386 -0.668 5.335 0.460

92
Properties=species:S:1:pos:R:3:mulliken_charge:R:1 method="wB97M-V/def2-TZVPD" lumo_ha=0.1422 total_charge=-2 gap_ev=6.09 spin_multiplicity=1 relative_energy_kcal_mol=103.28
Rb 0.299 1.931 0.572 1.083
O -2.727 3.674 -2.347 -0.832
C -1.795 2.859 -2.294 0.310
O -0.800 2.848 -1.511 -0.384
C -1.679 1.715 -3.324 -0.954
P -0.288 0.628 -2.746 0.304
C -0.304 -0.572 -4.181 0.455
C -0.732 -1.897 -4.154 -0.052
C -0.645 -2.707 -5.283 -0.727
C -0.127 -2.210 -6.469 -0.408
C 0.315 -0.891 -6.515 -0.641
C 0.233 -0.093 -5.383 -0.618
C -1.038 -0.431 -1.443 2.236
C -0.169 -0.866 -0.518 -2.969
C -0.307 -1.956 0.509 0.524
C -2.453 -2.631 0.271 -0.089
C -3.080 -1.702 -0.725 -1.534
C -2.465 -0.789 -1.470 0.109
H -1.372 2.156 -4.276 0.514
H -2.630 1.211 -3.492 0.466
H -1.140 -2.312 -3.240 0.162
H -0.984 -3.735 -5.228 0.393
H -0.058 -2.842 -7.347 0.345
H 0.737 -0.490 -7.429 0.377
H 0.610 0.925 -5.422 0.479
H 0.842 -0.462 -0.581 1.010
H 0.634 -2.156 1.008 -0.617
H -3.160 -3.386 0.605 0.786
H -4.153 -1.812 -0.836 0.360
H -3.090 -0.221 -2.148 0.069
C 4.212 0.000 0.555 -1.737
N 3.354 1.006 1.141 0.200
C 3.799 1.576 2.199 -0.183
C 3.181 2.626 2.969 0.022
C 3.731 3.153 4.152 -0.957
C 2.861 4.170 4.559 -0.546
C 1.844 4.195 3.583 -0.612
N 2.026 3.274 2.627 0.052
C 3.908 -1.420 0.993 0.860
C 2.954 -1.694 1.962 0.337
C 2.675 -3.004 2.343 -0.327
C 3.363 -4.059 1.762 -0.477
C 4.332 -3.793 0.797 -0.590
C 4.597 -2.486 0.417 -0.586
H 5.275 0.198 0.758 0.557
H 4.093 0.040 -0.532 0.419
H 4.780 1.268 2.597 0.206
H 4.639 2.820 4.636 0.393
H 2.943 4.804 5.430 0.389
H 0.990 4.862 3.549 0.401
H 2.418 -0.867 2.408 0.004
H 1.900 -3.190 3.078 0.299
H 3.143 -5.080 2.049 0.394
H 4.872 -4.610 0.332 0.359
H 5.342 -2.286 -0.348 0.392
O -1.541 0.377 1.397 -0.757
C -2.013 -0.683 2.069 2.175
C -1.529 -0.581 3.526 -0.566
C -2.220 -0.483 4.694 -0.397
C -1.378 -0.257 5.831 -0.709
C -0.065 -0.187 5.495 -0.830
S 0.159 -0.377 3.805 0.360
C -1.564 -2.052 1.418 1.404
C -1.365 -3.195 2.421 -1.261
C -0.999 -4.431 2.025 -0.793
C -0.811 -4.790 0.645 -0.939
S -0.944 -3.484 -0.404 -0.233
C -3.546 -0.694 2.085 -0.631
C -4.460 -1.617 2.505 -0.410
C -5.808 -1.174 2.343 -0.750
C -5.871 0.083 1.814 -0.657
S -4.315 0.724 1.502 -0.127
H -3.298 -0.556 4.741 0.495
H -1.743 -0.140 6.843 0.391
H 0.786 -0.021 6.138 0.438
H -1.524 -2.982 3.470 0.409
H -0.851 -5.204 2.775 0.360
H -0.159 -5.584 0.309 0.359
H -4.178 -2.584 2.906 0.528
H -6.675 -1.766 2.607 0.388
H -6.760 0.651 1.582 0.429
S 3.524 4.893 -2.797 -0.417
C 2.038 4.929 -3.543 0.010
N 0.893 5.067 -2.779 0.019
C -0.341 5.232 -3.274 -0.205
C -0.516 5.243 -4.622 -0.712
C 0.637 4.999 -5.382 0.070
N 1.847 4.849 -4.901 -0.600
H 0.984 4.966 -1.776 0.258
H -1.155 5.285 -2.563 0.658
H -1.497 5.351 -5.058 0.412
H 0.551 4.904 -6.463 0.402